{"formula": "C48H53N5O22S", "method": "ωB97M-V/def2-TZVPD", "charge": 0, "orbital_gap_ev": 5.955, "symbols": ["C", "C", "O", "S", "O", "O", "O", "H", "H", "H", "H", "C", "C", "C", "C", "C", "C", "N", "O", "O", "H", "H", "H", "H", "H", "C", "C", "C", "C", "C", "C", "N", "O", "O", "H", "H", "H", "H", "H", "C", "C", "C", "C", "C", "C", "N", "O", "O", "H", "H", "H", "H", "H", "C", "C", "C", "C", "C", "C", "N", "O", "O", "H", "H", "H", "H", "H", "C", "C", "C", "C", "C", "C", "N", "O", "O", "H", "H", "H", "H", "H", "O", "C", "O", "C", "C", "C", "H", "H", "H", "H", "H", "H", "O", "C", "O", "C", "C", "C", "H", "H", "H", "H", "H", "H", "O", "C", "O", "C", "C", "C", "H", "H", "H", "H", "H", "H", "O", "C", "O", "C", "C", "C", "H", "H", "H", "H", "H", "H"], "coordinates": [[-1.1400, 32.9070, -2.5409], [-0.3933, 33.9488, -3.3391], [0.6209, 33.1651, -3.9625], [1.0583, 31.7625, -3.1772], [2.4236, 31.9415, -2.5711], [0.7764, 30.4448, -3.8290], [-0.1381, 31.9850, -2.0339], [-1.9243, 32.5268, -3.1954], [-1.5531, 33.4658, -1.7011], [0.0511, 34.8083, -2.8372], [-1.1232, 34.4579, -3.9686], [4.5452, 33.4600, -4.5881], [4.8315, 33.3236, -5.9732], [4.5477, 32.1412, -6.6469], [3.9195, 31.1074, -5.9834], [3.6437, 31.1632, -4.6165], [3.8882, 32.4253, -3.9777], [3.5837, 29.9317, -6.8183], [3.1081, 28.9301, -6.2634], [3.6763, 29.9900, -8.0582], [4.5592, 34.3633, -3.9963], [5.3333, 34.0602, -6.5830], [4.8003, 32.0545, -7.6934], [3.2475, 30.3639, -4.0078], [3.5488, 32.7037, -2.9909], [-1.3120, 30.5807, -4.6498], [-2.4197, 31.2346, -4.0217], [-3.2179, 30.5082, -3.1197], [-3.0167, 29.1372, -3.0119], [-1.8661, 28.5419, -3.5415], [-0.9594, 29.3165, -4.3495], [-3.8581, 28.2936, -2.0652], [-4.6840, 28.8658, -1.3464], [-3.6707, 27.0955, -2.0850], [-0.8237, 31.2457, -5.3467], [-2.6452, 32.2886, -4.0907], [-4.0332, 31.0693, -2.6875], [-1.6538, 27.4871, -3.4483], [-0.0994, 28.8252, -4.7800], [-3.8197, 35.4006, -5.8509], [-4.6519, 34.9192, -4.8304], [-4.1894, 34.8618, -3.5075], [-2.8551, 35.3403, -3.1505], [-2.1103, 35.8433, -4.1766], [-2.5684, 35.9555, -5.5081], [-2.3249, 35.3058, -1.7763], [-3.2556, 35.0742, -0.9749], [-1.1250, 35.2017, -1.5520], [-4.2421, 35.6913, -6.8014], [-5.6069, 34.4752, -5.0697], [-4.7858, 34.4493, -2.7072], [-1.1476, 36.2751, -3.9458], [-2.0111, 36.3807, -6.3297], [0.6527, 32.4219, -5.7631], [1.7524, 33.0770, -6.2821], [2.2440, 32.7212, -7.5300], [1.5494, 31.7835, -8.2695], [0.3758, 31.2282, -7.8117], [-0.1239, 31.5360, -6.5274], [2.1165, 31.2474, -9.5597], [3.2525, 31.5494, -9.8622], [1.4121, 30.5717, -10.3393], [0.3636, 32.6888, -4.7573], [2.3148, 33.8402, -5.7648], [3.2815, 32.8458, -7.8029], [-0.0840, 30.4150, -8.3536], [-1.0661, 31.1334, -6.1858], [2.2670, 33.4296, -0.7868], [2.4955, 34.7104, -1.2515], [2.0686, 35.8205, -0.5902], [1.2939, 35.6623, 0.4689], [1.0072, 34.4055, 0.9717], [1.4859, 33.2915, 0.3390], [0.6065, 36.8056, 1.1609], [0.0204, 36.5429, 2.1647], [0.6770, 37.9200, 0.6985], [2.6549, 32.5789, -1.3274], [2.9663, 34.9063, -2.2035], [2.1944, 36.8108, -1.0023], [0.3316, 34.3537, 1.8128], [1.2547, 32.2999, 0.6990], [2.5317, 39.1185, -2.6613], [1.9145, 38.0975, -2.9300], [2.4135, 36.8950, -2.6399], [1.6155, 35.8841, -3.2230], [0.2497, 36.4943, -3.1857], [0.5048, 38.0025, -3.4875], [1.5372, 34.9042, -2.7522], [1.9723, 35.4890, -4.1742], [-0.0386, 36.4117, -2.1378], [-0.4269, 36.0285, -3.9022], [-0.1462, 38.7319, -3.0056], [0.5162, 38.0966, -4.5734], [-0.0200, 34.1438, -5.3218], [-1.0911, 33.8245, -5.9662], [-1.8847, 32.9156, -5.5398], [-3.1549, 32.7464, -6.2129], [-3.0145, 33.6313, -7.4584], [-1.7118, 34.3506, -7.2131], [-4.0567, 32.9191, -5.6256], [-3.0626, 31.6801, -6.4194], [-3.8258, 34.3218, -7.6888], [-2.9526, 32.9139, -8.2766], [-1.7452, 35.4368, -7.2970], [-0.9757, 34.2600, -8.0119], [4.5459, 31.2305, 1.8212], [4.3219, 31.2153, 0.6845], [3.7629, 32.2530, 0.0499], [3.7651, 31.9472, -1.4292], [4.8594, 30.8613, -1.5717], [4.7221, 30.0578, -0.2640], [4.0662, 32.8294, -1.9942], [2.7367, 31.6325, -1.6067], [5.9096, 31.1341, -1.6750], [4.4903, 30.1620, -2.3220], [5.6436, 29.5443, 0.0104], [3.7739, 29.5260, -0.1852], [1.4231, 28.5673, 1.0249], [0.4579, 29.2322, 0.5276], [-0.7637, 28.7219, 0.4453], [-1.5972, 29.5747, -0.2894], [-0.8093, 30.7703, -0.8659], [0.5709, 30.5528, -0.2265], [-2.2802, 29.9572, 0.4691], [-2.1554, 28.9806, -1.0130], [-1.1573, 31.7942, -0.7296], [-0.7822, 30.7345, -1.9550], [0.6475, 31.3223, 0.5417], [1.3669, 30.6306, -0.9670]], "atomic_forces_ev_per_a": [[1.081, 2.787, 1.124], [-0.595, -0.883, 3.573], [4.551, 4.174, 17.153], [-1.694, -2.062, 0.345], [-15.066, -3.293, -12.619], [3.552, 4.903, 2.959], [6.660, 7.929, -7.494], [1.748, 0.135, 2.190], [0.252, -1.696, 0.233], [-0.195, -2.789, 0.041], [0.847, -1.668, 0.649], [-0.625, -0.435, -2.310], [0.870, -0.181, 0.564], [1.164, 0.502, 1.002], [0.722, -0.943, 0.594], [0.598, 1.584, -0.299], [2.106, 0.039, -2.810], [-1.267, -2.111, -0.941], [0.747, 1.517, -0.035], [0.756, 0.118, 2.807], [0.733, 0.438, -0.380], [-0.016, 0.458, 0.298], [0.159, -0.299, 0.045], [-0.090, -0.241, -0.723], [1.840, 0.473, -3.848], [-4.182, 2.517, 3.539], [-1.136, -4.667, 0.713], [-0.338, 0.221, -1.281], [0.666, -0.271, 0.741], [0.642, 0.756, -1.473], [-3.302, -3.391, 0.705], [-0.847, 0.593, -0.226], [1.064, -0.403, -1.001], [0.004, 0.416, 0.028], [0.323, -1.370, 6.470], [-1.099, -1.566, -0.959], [-0.221, -0.510, 0.542], [-0.201, -0.009, 0.414], [-0.143, -0.082, -0.086], [-0.323, 3.075, 1.811], [1.113, -0.189, 0.837], [1.609, 0.320, 0.828], [-2.886, 0.020, -1.883], [-2.962, 1.704, -2.133], [-2.044, -0.352, 1.598], [-3.062, -1.452, 0.777], [2.202, 0.788, -0.287], [-3.320, 1.538, 2.192], [-0.069, -0.216, 0.140], [-0.234, 0.242, 0.088], [-0.218, -0.001, -0.090], [-7.076, 2.187, -0.742], [0.009, 1.041, 1.480], [0.464, -6.269, -8.465], [1.224, -1.007, -2.020], [-0.265, -0.521, -0.165], [-0.339, -0.887, -0.982], [-0.792, -0.718, 0.509], [4.509, 1.402, -7.228], [-0.569, -0.088, -1.799], [-0.286, 0.687, 0.318], [0.358, 0.907, 1.973], [-1.983, -4.863, -6.919], [-0.165, -0.170, 0.442], [-1.052, 1.311, -0.766], [-0.100, 0.151, -0.487], [0.280, -0.037, -5.732], [-2.759, 3.683, 0.594], [1.758, -1.523, 0.527], [0.124, 1.979, 0.205], [-1.671, -0.351, 2.481], [-0.923, -0.170, 0.563], [-0.473, 0.853, 0.716], [1.112, -0.404, -0.805], [-0.923, -0.361, 1.393], [0.267, 0.455, -0.884], [-3.468, 5.897, 3.685], [1.510, -0.799, 0.934], [0.302, -0.580, 1.450], [0.131, -0.203, 0.136], [0.980, 1.866, 0.490], [-1.121, -1.995, -0.554], [0.826, 3.517, 0.385], [1.432, -0.410, -2.787], [-1.382, -0.148, -2.004], [2.973, 3.268, -0.200], [0.377, -1.574, -0.048], [0.269, 1.501, 0.222], [0.313, 1.114, -0.823], [-0.105, 0.517, -0.761], [8.189, -1.148, 1.351], [0.070, -0.120, -0.146], [0.105, 0.567, -0.059], [-7.870, 6.133, -10.076], [2.109, 4.177, -0.021], [-0.939, 1.081, 1.777], [0.436, -0.814, -1.469], [0.130, -1.218, -0.673], [2.128, 0.965, -2.718], [0.766, -0.041, 0.390], [-0.763, 0.048, -0.501], [0.205, -0.828, 0.049], [0.250, 0.326, -0.320], [-0.060, -1.082, -0.226], [0.264, -1.080, -0.275], [0.235, 0.191, 4.043], [1.634, -1.001, -2.102], [2.875, -1.381, -0.246], [11.807, -2.719, 8.538], [-1.650, -1.806, 0.276], [-0.902, 2.561, 0.205], [0.762, -0.078, 2.173], [3.323, -4.976, 5.064], [-0.304, 0.496, -0.498], [0.796, 0.232, -0.674], [-0.577, -0.136, 0.346], [0.319, -1.068, -0.473], [-3.580, 2.898, -1.549], [4.522, -3.245, 0.340], [1.277, -0.348, 0.329], [-1.974, 1.539, 1.228], [-2.304, -5.744, 2.575], [-1.721, -0.662, 0.631], [-0.686, -0.063, -0.207], [0.688, 0.337, 0.490], [-1.368, -1.220, 2.002], [-1.874, -3.998, 1.696], [-0.216, -1.617, -0.515], [0.263, -0.581, 0.796]]}

=====

{"formula": "C48H54AgClN3O2P2S2", "method": "ωB97M-V/def2-TZVPD", "relative_energy_kj_mol": 182.64, "charge": -1, "orbital_gap_ev": 5.781, "symbols": ["Ag", "C", "C", "C", "P", "C", "C", "C", "C", "C", "C", "C", "C", "C", "C", "N", "C", "C", "C", "C", "C", "C", "C", "P", "C", "C", "C", "C", "C", "C", "H", "H", "H", "H", "H", "H", "H", "H", "H", "H", "H", "H", "H", "H", "H", "H", "H", "H", "H", "H", "H", "H", "H", "H", "H", "H", "H", "H", "H", "H", "H", "H", "H", "H", "H", "H", "H", "H", "H", "H", "S", "C", "C", "C", "C", "C", "C", "N", "C", "C", "C", "C", "C", "C", "C", "C", "N", "C", "C", "C", "C", "C", "S", "C", "H", "H", "H", "H", "H", "H", "H", "H", "H", "H", "H", "H", "Cl", "C", "C", "O", "O", "H", "H"], "coordinates": [[12.4546, 17.1791, 10.3536], [11.8003, 18.8440, 14.6764], [13.1625, 18.1962, 14.3696], [14.2046, 19.2977, 14.0641], [13.1184, 16.9863, 12.9425], [12.4350, 15.4019, 13.6834], [12.7234, 14.2561, 12.7042], [10.9551, 15.4184, 14.0908], [14.8597, 16.4935, 12.8806], [15.5021, 16.0161, 14.0179], [16.7618, 15.4078, 13.9096], [17.4772, 14.9247, 15.1582], [17.3828, 15.2915, 12.6523], [16.7606, 15.7828, 11.5232], [15.5053, 16.4752, 11.6032], [14.8746, 17.0908, 10.5476], [15.6478, 17.6374, 9.5513], [17.0099, 18.0671, 9.7231], [17.7742, 18.5089, 8.6621], [17.2151, 18.5375, 7.3641], [18.0881, 18.9285, 6.1937], [15.8709, 18.1793, 7.1582], [15.0831, 17.8310, 8.2440], [13.2985, 17.6985, 8.0405], [13.1535, 16.3469, 6.7719], [11.7670, 16.1555, 6.1481], [13.6326, 15.0421, 7.4393], [12.9690, 19.3245, 7.1773], [13.5636, 20.4695, 8.0268], [11.4906, 19.5955, 6.9136], [11.9419, 19.6052, 15.4589], [11.0487, 18.1226, 15.0258], [11.3964, 19.3531, 13.7845], [13.4832, 17.6438, 15.2673], [13.9047, 19.8807, 13.1752], [15.2153, 18.8851, 13.9382], [14.2333, 19.9956, 14.9252], [13.0206, 15.1872, 14.6005], [12.2332, 14.4574, 11.7315], [12.2916, 13.3123, 13.0815], [13.8081, 14.1131, 12.5315], [10.3091, 15.7224, 13.2526], [10.7644, 16.0776, 14.9674], [10.6739, 14.3923, 14.3894], [15.0107, 16.0710, 14.9908], [16.7713, 14.8202, 16.0031], [18.2619, 15.6307, 15.4692], [17.9748, 13.9551, 14.9778], [18.3750, 14.8351, 12.5918], [17.2660, 15.7617, 10.5552], [17.4730, 17.9715, 10.7125], [18.8288, 18.7839, 8.7871], [19.1512, 18.8164, 6.4542], [17.9266, 19.9870, 5.9327], [17.8645, 18.3053, 5.3117], [15.4516, 18.2440, 6.1423], [13.8492, 16.5810, 5.9415], [10.9958, 16.0805, 6.9351], [11.7738, 15.2131, 5.5699], [11.4933, 16.9653, 5.4375], [12.9391, 14.7123, 8.2121], [14.6367, 15.1757, 7.8807], [13.7089, 14.2648, 6.6650], [13.5081, 19.3010, 6.2157], [13.2373, 20.3751, 9.0825], [13.1883, 21.4299, 7.6489], [14.6522, 20.4596, 7.9895], [10.9192, 19.6655, 7.8510], [11.0207, 18.8171, 6.2985], [11.3927, 20.5593, 6.3886], [10.7001, 23.5000, 10.6598], [9.7113, 24.9018, 10.6315], [8.3768, 24.6369, 10.6512], [8.1203, 23.2606, 10.7348], [9.2727, 22.5078, 10.7546], [9.4140, 21.0809, 10.8714], [10.6881, 20.5087, 10.8840], [10.8903, 19.2095, 11.0454], [9.8281, 18.4084, 11.2161], [8.4576, 18.8414, 11.2447], [7.3245, 17.9639, 11.5433], [7.2756, 16.5881, 11.5970], [8.2429, 15.6190, 11.1120], [8.1103, 14.2634, 11.2431], [9.1248, 13.3794, 10.7549], [10.2715, 13.9113, 10.1403], [10.5494, 15.1901, 10.0257], [9.4788, 16.1115, 10.3325], [9.0604, 11.9475, 10.8734], [7.9463, 11.1697, 11.0849], [8.2640, 9.8114, 11.2243], [9.5971, 9.5826, 11.0891], [10.5312, 10.9949, 10.8075], [8.2981, 20.2220, 11.0432], [10.2065, 25.8734, 10.6239], [7.5922, 25.4090, 10.6408], [7.1154, 22.8159, 10.8081], [11.5799, 21.1441, 10.8008], [6.3965, 18.4966, 11.7896], [6.3973, 16.1394, 12.0919], [7.2202, 13.8511, 11.7558], [11.0107, 13.2208, 9.7019], [6.9261, 11.5797, 11.1843], [7.5262, 9.0124, 11.4155], [10.1501, 8.6384, 11.1794], [7.2973, 20.6733, 11.0727], [7.9578, 16.5918, 6.6043], [8.0662, 16.0855, 8.2770], [9.2051, 16.8215, 9.0043], [9.8907, 17.7751, 8.6249], [10.1023, 17.0821, 11.2781], [8.2891, 15.0013, 8.2945], [7.1183, 16.2970, 8.8000]], "atomic_forces_ev_per_a": [[0.394, 0.036, -0.158], [0.004, 0.071, -0.190], [0.018, 0.107, 0.015], [-0.244, 0.112, 0.450], [-0.446, -0.040, 0.313], [0.416, -0.190, 0.654], [-0.116, -0.116, -0.469], [-0.112, 0.101, 0.155], [0.243, -0.153, -0.430], [0.802, -0.691, -0.726], [0.066, 0.124, 0.685], [0.010, -0.088, 0.017], [-0.566, 0.140, 0.353], [-0.271, 0.633, -0.149], [-0.017, 0.166, 0.355], [1.312, -0.058, -0.334], [0.038, -0.173, -0.038], [-0.177, -0.200, 0.282], [-0.799, -0.238, -0.696], [0.227, -0.238, -0.345], [-0.036, 0.146, -0.022], [1.224, 0.692, 0.514], [0.039, -0.361, 0.487], [-0.595, 0.046, 0.019], [0.287, 0.017, -0.432], [-0.228, 0.048, -0.072], [0.470, 0.241, -0.366], [0.222, 0.066, -0.085], [-0.388, -0.252, 0.158], [-0.261, 0.095, -0.030], [-0.123, -0.168, -0.127], [0.246, 0.223, -0.136], [0.139, -0.198, 0.264], [0.015, 0.098, -0.150], [0.217, -0.299, 0.223], [-0.359, 0.149, -0.154], [0.002, -0.217, -0.387], [-0.161, 0.169, -0.272], [0.329, -0.065, 0.407], [0.196, 0.279, -0.045], [-0.562, 0.095, 0.099], [0.157, -0.064, 0.325], [0.108, -0.375, -0.636], [-0.001, 0.359, -0.106], [0.159, -0.049, -0.177], [0.341, -0.039, -0.371], [-0.147, -0.123, -0.020], [-0.245, 0.304, 0.160], [-0.313, 0.030, -0.057], [-0.190, -0.232, 0.330], [-0.295, 0.188, -0.432], [-0.437, -0.056, 0.068], [-0.271, -0.017, -0.186], [0.091, -0.270, -0.126], [0.163, 0.291, 0.235], [0.180, -0.037, 0.499], [-0.099, -0.031, 0.362], [0.242, 0.046, -0.406], [-0.091, 0.297, 0.224], [0.146, -0.441, 0.558], [-0.056, 0.041, 0.081], [-0.446, -0.082, -0.062], [-0.063, 0.060, 0.223], [-0.139, 0.008, 0.138], [0.190, 0.011, -0.424], [0.125, -0.121, 0.048], [-0.029, 0.074, 0.125], [0.251, -0.043, -0.302], [0.061, 0.248, 0.235], [0.008, -0.230, 0.065], [-1.157, 0.214, 0.101], [0.555, 0.967, -0.101], [-0.156, 0.981, 0.118], [-0.093, -1.130, 0.080], [-0.246, 0.655, -0.145], [-0.446, -1.517, 0.194], [-0.270, -0.068, 0.346], [-0.901, -0.552, 0.133], [-0.545, 0.123, -0.801], [0.969, 0.468, -0.111], [-0.111, -0.690, -0.034], [0.418, 0.221, -0.010], [0.316, 0.183, -0.867], [0.348, -0.477, 0.115], [-0.217, 0.413, -0.359], [-0.217, 0.665, 0.262], [-1.008, 0.249, -0.677], [-0.077, 0.327, 1.726], [-0.400, -0.001, 0.006], [-0.296, 0.887, 0.158], [-0.067, -1.249, 0.143], [0.794, -1.381, 0.160], [-1.324, 0.059, 0.273], [0.481, 0.297, 0.196], [-0.311, -0.304, -0.102], [0.558, -0.428, -0.002], [0.659, 0.316, -0.110], [-0.268, -0.393, -0.046], [0.418, -0.202, 0.085], [0.255, 0.263, -0.517], [0.635, 0.229, -0.193], [-0.140, 0.354, 0.440], [0.750, -0.229, -0.171], [0.551, 0.533, -0.130], [-0.543, 0.410, -0.125], [0.381, -0.363, -0.054], [-0.220, 0.188, -0.601], [0.719, 0.147, 0.187], [0.821, 1.253, -0.099], [-2.091, -2.356, 0.315], [0.389, 0.725, 0.238], [-0.229, 0.523, 0.152], [0.458, -0.164, -0.180]]}